A gas-phase ion, C5H11N3P (charge +1). Source: OMol25; level of theory: the ωB97M-V functional and the def2-TZVPD basis.

XYZ file:
```
20
Properties=species:S:1:pos:R:3:nbo_charge:R:1
C -3.274 -0.393 -0.810 -0.950
P -2.757 0.307 0.798 0.594
C -0.882 -0.118 0.544 -0.069
C -0.091 -1.197 0.500 -0.095
N 1.194 -0.698 0.274 -0.126
N 2.396 -1.443 0.084 -0.617
C 1.246 0.627 0.491 0.436
C 2.334 1.569 0.511 -0.691
N -0.088 0.966 0.562 -0.495
H -4.230 -0.856 -0.908 0.260
H -2.624 -1.188 -1.130 0.230
H -3.182 0.154 -1.695 0.243
H -3.192 -0.878 1.403 -0.004
H -0.302 -2.212 0.434 0.250
H 2.711 -1.163 -0.901 0.384
H 2.380 -2.384 0.178 0.391
H 3.297 1.216 0.388 0.276
H 1.972 2.287 -0.251 0.254
H 2.510 1.995 1.449 0.275
H -0.348 1.976 0.496 0.454
```

For the orbital gap, the calculation gives 10.448 eV. As for the SMILES: CPc1cn(N)c(C)[nH+]1. As for the charge: +1. The LUMO energy is -0.10677 Ha. As for the energy above the lowest of the compared OMol25 structures with the same formula, charge and spin: 39.2 kJ/mol. The calculation puts the electronic energy at -19114.06312 eV.



A gas-phase ion, C5H11N3S2 (charge +2). Source: OMol25; level of theory: the ωB97M-V functional and the def2-TZVPD basis.

XYZ file:
```
21
Properties=species:S:1:pos:R:3:nbo_charge:R:1
C -0.403 0.864 -0.006 0.397
C 1.575 -0.505 -0.131 0.299
C -3.417 -0.764 0.558 -0.633
C 3.920 0.957 0.238 -0.696
C -2.580 0.074 -0.485 -0.247
N -1.172 -0.172 -0.182 -0.478
N 0.933 0.738 0.028 -0.571
N 0.877 -1.615 -0.380 -0.694
S -0.843 -1.774 0.191 0.773
S 3.232 -0.740 0.060 0.572
H -0.688 1.970 -0.009 0.292
H -3.413 -0.431 1.610 0.261
H -4.464 -0.550 0.127 0.286
H -3.086 -1.746 0.478 0.201
H 4.765 0.922 0.814 0.289
H 3.270 1.560 0.704 0.213
H 4.168 1.285 -0.713 0.261
H -2.561 -0.214 -1.612 0.263
H -2.934 1.177 -0.390 0.269
H 1.668 1.410 -0.042 0.465
H 1.150 -2.450 -0.858 0.478
```

For the orbital gap, the calculation gives 8.181 eV. As for the charge: +2. The LUMO energy is -0.35541 Ha. As for the energy above the lowest of the compared OMol25 structures with the same formula, charge and spin: 159.1 kJ/mol. The calculation puts the electronic energy at -31484.12993 eV.



A molecular structure, C5H11N4. Source: OMol25; level of theory: the ωB97M-V functional and the def2-TZVPD basis.

XYZ file:
```
20
Properties=species:S:1:pos:R:3:nbo_charge:R:1
C 2.061 -0.529 -1.143 0.055
C 1.492 0.349 -0.157 0.334
C -0.379 -0.260 0.273 0.487
C 1.371 2.359 1.247 -0.436
C -2.474 -1.146 -0.759 -0.452
N 1.378 -1.525 -1.510 -0.600
N 1.976 1.343 0.422 -0.311
N -0.985 -0.949 -0.680 -0.581
N -0.991 -0.079 1.465 -0.779
H 2.964 -0.196 -1.685 0.224
H 0.171 2.332 1.216 0.177
H 1.670 3.339 1.036 0.245
H 1.821 2.111 2.247 0.245
H -3.088 -0.234 -0.718 0.227
H -2.693 -1.550 -1.704 0.239
H -2.888 -1.732 0.111 0.207
H 1.795 -2.162 -2.203 0.387
H -0.463 -1.584 -1.288 0.474
H -0.826 0.616 2.253 0.449
H -1.912 -0.502 1.577 0.409
```

For the orbital gap, the calculation gives 9.444 eV. As for the charge: +1. The LUMO energy is -0.15123 Ha. As for the energy above the lowest of the compared OMol25 structures with the same formula, charge and spin: 331.2 kJ/mol. The calculation puts the electronic energy at -11314.41430 eV.



2 unconnected molecules or ions with the total composition C5H11N6. Source: OMol25; level of theory: the ωB97M-V functional and the def2-TZVPD basis.

XYZ file:
```
22
Properties=species:S:1:pos:R:3:nbo_charge:R:1
C -2.053 2.188 0.099 0.178
C -0.213 0.950 -0.140 -0.017
C -1.348 0.157 -0.008 0.125
C 1.818 0.701 -0.401 0.267
C -0.852 -2.219 -0.231 0.385
N -2.501 0.938 0.125 -0.473
N -0.689 2.233 0.006 -0.545
N -1.653 -1.226 0.004 -0.488
N 2.495 1.837 0.098 -0.806
N -0.915 -3.541 -0.210 -0.703
N 1.949 -0.507 0.324 -0.883
H -2.623 3.074 0.407 0.219
H 1.683 0.633 -1.461 0.229
H 0.197 -1.883 -0.451 0.215
H -0.114 3.095 -0.066 0.430
H -2.681 -1.229 0.109 0.461
H 2.285 2.059 1.036 0.386
H 2.616 2.565 -0.501 0.391
H -1.632 -4.073 0.165 0.410
H -0.115 -4.013 -0.123 0.404
H 2.213 -1.329 -0.184 0.396
H 2.131 -0.413 1.404 0.416
```

For the orbital gap, the calculation gives 8.673 eV. As for the charge: +1. The LUMO energy is -0.11232 Ha. As for the energy above the lowest of the compared OMol25 structures with the same formula, charge and spin: 278.1 kJ/mol. The calculation puts the electronic energy at -14295.57705 eV.



A gas-phase ion, C5H11N6 (charge +1). Source: OMol25; level of theory: the ωB97M-V functional and the def2-TZVPD basis.

XYZ file:
```
22
Properties=species:S:1:pos:R:3:nbo_charge:R:1
N -2.383 -2.227 0.853 -0.592
N -1.807 -1.428 0.002 -0.194
C -1.604 -0.205 -0.035 0.296
C -1.002 0.918 -0.335 -0.110
N -1.681 1.914 -1.118 -0.827
C 0.336 1.262 0.253 0.307
N 0.436 2.580 0.558 -0.765
C 1.420 0.480 0.462 -0.473
C 1.608 -0.767 -0.177 0.543
N 1.314 -1.021 -1.437 -0.724
N 2.383 -1.723 0.504 -0.774
H -3.006 -1.912 1.581 0.375
H -2.737 -3.155 0.460 0.396
H -0.988 2.616 -1.501 0.389
H -2.484 2.288 -0.544 0.393
H 1.346 3.072 0.434 0.419
H -0.387 3.186 0.617 0.413
H 2.083 0.809 1.295 0.258
H 1.173 -2.038 -1.602 0.409
H 0.558 -0.399 -1.746 0.424
H 2.920 -1.640 1.407 0.440
H 2.501 -2.611 0.068 0.397
```

For the orbital gap, the calculation gives 8.067 eV. As for the SMILES: N[N+]#C/C(N)=C(/N)C=C(N)N. As for the charge: +1. The LUMO energy is -0.13632 Ha. As for the energy above the lowest of the compared OMol25 structures with the same formula, charge and spin: 300.0 kJ/mol. The calculation puts the electronic energy at -14295.35034 eV.



2 unconnected molecules or ions with the total composition C5H11NO. Source: OMol25; level of theory: the ωB97M-V functional and the def2-TZVPD basis.

XYZ file:
```
18
Properties=species:S:1:pos:R:3:mulliken_spin:R:1
N 2.727 2.504 -2.013 0.056
C 1.767 1.562 -1.550 0.236
C 0.649 1.848 -0.857 -0.037
C -0.502 0.956 -0.743 0.303
C -1.472 1.092 0.258 0.398
C -2.847 0.503 0.249 -0.035
H 3.696 2.228 -2.094 -0.016
H 2.753 3.315 -1.414 -0.012
H 1.732 0.591 -2.043 0.028
H 0.600 2.838 -0.403 -0.006
H -0.283 -0.009 -1.210 0.015
H -1.168 1.596 1.186 0.048
H -3.139 0.216 1.261 -0.016
H -3.541 1.176 -0.286 0.009
H -2.886 -0.443 -0.317 0.027
H 0.160 -5.652 3.549 -0.002
H -0.913 -6.620 2.987 -0.001
O -0.177 -6.548 3.588 0.006
```

Its spin multiplicity is 2. For the orbital gap (spin up / spin down), the calculation gives 2.262 / 4.632 eV. As for the charge: -1. The LUMO energy (spin up / spin down) is 0.10545 / 0.10465 Ha. As for the energy above the lowest of the compared OMol25 structures with the same formula, charge and spin: 197.9 kJ/mol. The calculation puts the electronic energy at -8898.11139 eV.



A single C5H11NO molecule. Source: OMol25; level of theory: the ωB97M-V functional and the def2-TZVPD basis.

XYZ file:
```
18
Properties=species:S:1:pos:R:3:nbo_charge:R:1
N 2.025 0.154 -0.242 -0.860
C 1.120 0.542 0.858 -0.219
C -0.128 1.252 0.339 -0.417
C -0.820 0.550 -0.830 -0.392
C -0.863 -0.977 -0.818 -0.526
C -1.423 -1.577 0.447 0.448
O -2.189 -1.050 1.204 -0.529
H 2.569 -0.648 0.045 0.359
H 2.662 0.885 -0.522 0.360
H 0.809 -0.372 1.373 0.183
H 1.654 1.181 1.561 0.181
H -0.882 1.318 1.132 0.222
H 0.107 2.285 0.068 0.203
H -1.847 0.885 -0.876 0.210
H -0.427 0.859 -1.803 0.211
H 0.148 -1.374 -0.910 0.232
H -1.480 -1.304 -1.662 0.241
H -1.037 -2.608 0.636 0.095
```

For the orbital gap, the calculation gives 10.384 eV. As for the SMILES: NCCCCC=O. The LUMO energy is 0.03643 Ha. As for the energy above the lowest of the compared OMol25 structures with the same formula, charge and spin: 116.4 kJ/mol. The calculation puts the electronic energy at -8900.49111 eV.



2 unconnected molecules or ions with the total composition C5H11NO. Source: OMol25; level of theory: the ωB97M-V functional and the def2-TZVPD basis.

XYZ file:
```
18
Properties=species:S:1:pos:R:3:nbo_charge:R:1
C 1.891 1.403 -1.546 -0.424
C 0.604 1.328 -1.249 -0.185
C -0.224 0.122 -0.646 0.147
N 0.441 -1.082 -0.792 -0.854
C -1.329 0.429 -0.001 -0.255
C -2.049 -0.417 0.986 -0.663
H 2.453 0.450 -1.679 0.178
H 2.266 2.291 -1.948 0.207
H 0.010 2.200 -1.526 0.199
H 1.478 -1.024 -0.952 0.388
H 0.021 -1.835 -1.345 0.395
H -1.705 1.436 0.052 0.209
H -1.623 -0.440 2.048 0.213
H -2.016 -1.510 0.585 0.217
H -3.138 -0.218 1.232 0.230
O 1.120 -1.421 2.307 -0.936
H 0.277 -1.076 1.876 0.475
H 1.525 -0.636 2.599 0.460
```

For the orbital gap, the calculation gives 9.287 eV. As for the SMILES: C=C/C(N)=C/C.O. The LUMO energy is 0.03168 Ha. As for the energy above the lowest of the compared OMol25 structures with the same formula, charge and spin: 277.2 kJ/mol. The calculation puts the electronic energy at -8898.82429 eV.